{"formula": "C20H18N2O5", "method": "ωB97M-V/def2-TZVPD", "smiles": "COC(=O)c1cn(NC(=O)Cc2cccc(OC)c2)c(=O)c2ccccc12", "spin_multiplicity": 1, "energy_ha": -1258.6705, "de_lowest_kcal_mol": 30.0, "e_homo_ev": -8.3, "species": ["C", "H", "H", "H", "O", "C", "O", "C", "C", "N", "C", "O", "C", "C", "C", "C", "C", "C", "H", "H", "H", "H", "N", "C", "O", "C", "C", "C", "C", "C", "C", "C", "H", "O", "C", "H", "H", "H", "H", "H", "H", "H", "H", "H", "H"], "xyz": [[-2.876, -5.102, -0.814], [-3.668, -5.393, -0.121], [-3.318, -4.928, -1.797], [-2.112, -5.873, -0.868], [-2.222, -3.930, -0.351], [-2.992, -2.832, -0.253], [-4.171, -2.849, -0.513], [-2.211, -1.660, 0.195], [-0.849, -1.728, 0.136], [-0.066, -0.694, 0.501], [-0.551, 0.520, 0.999], [0.257, 1.380, 1.319], [-1.992, 0.611, 1.083], [-2.544, 1.802, 1.572], [-3.905, 1.949, 1.670], [-4.739, 0.902, 1.278], [-4.216, -0.274, 0.793], [-2.830, -0.451, 0.680], [-4.870, -1.073, 0.487], [-5.810, 1.016, 1.355], [-4.330, 2.866, 2.049], [-1.865, 2.589, 1.867], [1.319, -0.757, 0.430], [2.027, -1.305, -0.602], [1.553, -2.046, -1.430], [3.498, -0.926, -0.528], [3.677, 0.547, -0.273], [4.346, 1.009, 0.849], [4.470, 2.374, 1.065], [3.923, 3.274, 0.178], [3.239, 2.820, -0.953], [3.125, 1.454, -1.173], [2.606, 1.070, -2.038], [2.732, 3.783, -1.766], [1.983, 3.391, -2.890], [2.589, 2.815, -3.598], [1.104, 2.806, -2.602], [1.659, 4.315, -3.365], [4.003, 4.337, 0.335], [4.993, 2.733, 1.938], [4.772, 0.308, 1.552], [3.956, -1.218, -1.475], [3.963, -1.510, 0.269], [1.706, 0.057, 0.918], [-0.342, -2.602, -0.240]]}

***

{"formula": "C2H6NOS", "method": "ωB97M-V/def2-TZVPD", "spin_multiplicity": 1, "energy_ha": -608.0070, "total_charge": -1, "de_lowest_kcal_mol": 37.3, "e_homo_ev": -2.8, "species": ["C", "S", "H", "H", "H", "C", "N", "O", "H", "H", "H"], "xyz": [[0.721, 1.659, 1.674], [1.849, 0.704, 0.460], [-0.324, 1.223, 1.640], [1.254, 1.605, 2.620], [0.483, 2.600, 1.393], [-1.117, -1.666, -1.251], [-0.090, -0.836, -1.394], [-2.005, -2.034, -2.061], [-1.142, -2.195, -0.153], [0.332, -0.574, -0.536], [0.039, -0.486, -2.392]]}

***

{"formula": "C3H2N4O", "method": "ωB97M-V/def2-TZVPD", "smiles": "O=c1ccnnnn1", "spin_multiplicity": 1, "energy_ha": -409.5382, "de_lowest_kcal_mol": 119.2, "e_homo_ev": -9.9, "species": ["C", "C", "C", "H", "H", "N", "N", "N", "N", "O"], "xyz": [[-0.470, -1.002, 0.707], [0.626, -0.688, -0.327], [1.081, 0.576, -0.563], [1.205, -1.656, -0.571], [1.909, 0.972, -1.441], [0.498, 1.634, 0.342], [-0.697, 1.726, 0.467], [-1.678, 0.893, -0.244], [-1.732, -0.316, 0.281], [-0.742, -2.138, 1.347]]}

***

{"formula": "C6H26NO6", "method": "ωB97M-V/def2-TZVPD", "spin_multiplicity": 1, "energy_ha": -750.1392, "total_charge": 1, "de_lowest_kcal_mol": 48.3, "e_homo_ev": -12.9, "species": ["C", "C", "C", "C", "C", "C", "N", "H", "H", "H", "H", "H", "H", "H", "H", "H", "H", "H", "H", "H", "H", "H", "H", "O", "H", "H", "O", "H", "H", "O", "H", "H", "O", "H", "H", "O", "H", "H", "O"], "xyz": [[-1.585, 0.430, 0.074], [-0.520, 0.180, 1.092], [0.635, -0.629, 0.544], [1.772, -0.017, 0.239], [0.451, -2.131, 0.642], [1.554, -2.861, 1.467], [-1.084, 1.307, -1.019], [-2.492, 0.804, 0.541], [-1.957, -0.461, -0.433], [-0.944, -0.211, 2.006], [-0.219, 1.142, 1.546], [2.589, -0.557, -0.208], [1.967, 1.035, 0.443], [-0.487, -2.438, 1.099], [0.296, -2.494, -0.381], [1.796, -3.804, 1.012], [2.451, -2.253, 1.565], [1.101, -3.017, 2.434], [-0.196, 0.888, -1.335], [-0.827, 2.277, -0.746], [-1.658, 1.365, -1.853], [1.955, -2.442, -3.804], [2.397, -2.052, -2.335], [1.662, -2.129, -2.946], [-0.708, 4.368, -1.786], [0.178, 4.263, -0.548], [-0.729, 4.085, -0.865], [-4.144, 0.355, 3.704], [-3.756, -0.755, 2.586], [-3.875, 0.169, 2.804], [2.362, 3.556, -0.179], [2.855, 4.672, -1.126], [2.077, 4.158, -0.885], [0.158, 0.825, -4.191], [0.401, 2.292, -3.713], [0.390, 1.373, -3.433], [-1.052, -3.039, 2.359], [-1.647, -4.501, 2.632], [-1.168, -3.752, 2.993]]}

***

{"formula": "C3H2N2O2", "method": "ωB97M-V/def2-TZVPD", "smiles": "[H]/N=C(/C#N)OC=O", "spin_multiplicity": 1, "energy_ha": -375.4771, "de_lowest_kcal_mol": 21.6, "e_homo_ev": -11.8, "species": ["N", "C", "O", "C", "O", "C", "N", "H", "H"], "xyz": [[0.776, 1.257, -0.772], [0.344, 0.084, -0.676], [0.264, -0.710, 0.459], [-0.427, -0.234, 1.539], [-0.998, 0.813, 1.586], [-0.121, -0.643, -1.845], [-0.515, -1.227, -2.762], [1.043, 1.643, 0.133], [-0.367, -0.983, 2.338]]}

***

{"formula": "C38H45BrClN9O6RhS", "method": "ωB97M-V/def2-TZVPD", "spin_multiplicity": 5, "energy_ha": -5962.0135, "total_charge": 1, "e_homo_ev": [-10.8, -10.7], "species": ["Rh", "Br", "C", "C", "C", "C", "C", "N", "C", "O", "O", "H", "H", "H", "N", "C", "C", "C", "C", "C", "C", "S", "O", "O", "N", "C", "N", "C", "C", "C", "N", "H", "H", "H", "H", "H", "H", "H", "H", "H", "O", "C", "C", "C", "C", "C", "C", "N", "H", "H", "H", "H", "H", "H", "H", "H", "H", "H", "H", "C", "C", "C", "C", "C", "O", "C", "C", "C", "C", "C", "C", "Cl", "C", "C", "C", "N", "C", "N", "C", "N", "H", "H", "H", "H", "H", "H", "H", "H", "H", "H", "H", "H", "H", "H", "H", "H", "H", "H", "H", "H", "H", "H"], "xyz": [[-0.106, -0.314, 0.167], [2.746, -2.659, 0.954], [2.710, -1.000, 1.876], [3.773, -0.682, 2.703], [3.667, 0.471, 3.467], [2.502, 1.217, 3.410], [1.503, 0.816, 2.541], [1.627, -0.258, 1.752], [0.142, 1.496, 2.528], [-0.171, 2.149, 3.502], [-0.591, 1.240, 1.511], [4.635, -1.329, 2.763], [4.477, 0.757, 4.124], [2.331, 2.085, 4.028], [1.767, 3.701, -6.552], [1.066, 3.473, -5.410], [1.731, 3.349, -4.178], [1.019, 3.111, -3.027], [-0.369, 2.972, -3.084], [-1.041, 3.084, -4.301], [-0.333, 3.340, -5.451], [-1.241, 2.699, -1.617], [-2.647, 2.831, -1.827], [-0.558, 3.332, -0.543], [-0.912, 1.035, -1.420], [-1.620, 0.104, -2.150], [-2.185, 0.384, -3.314], [-2.774, -0.632, -3.929], [-2.819, -1.914, -3.391], [-2.204, -2.098, -2.163], [-1.590, -1.098, -1.545], [2.735, 3.967, -6.498], [1.278, 3.958, -7.393], [2.806, 3.469, -4.139], [1.519, 3.048, -2.072], [-2.115, 2.981, -4.320], [-0.849, 3.454, -6.394], [-3.223, -0.415, -4.890], [-3.308, -2.728, -3.901], [-2.203, -3.062, -1.669], [1.624, -0.492, -1.257], [1.822, -1.182, -2.262], [2.641, -0.660, -3.414], [3.951, -1.440, -3.662], [4.020, -2.818, -3.005], [2.995, -3.825, -3.518], [1.563, -3.285, -3.511], [1.293, -2.404, -2.384], [2.844, 0.388, -3.199], [2.004, -0.685, -4.302], [4.779, -0.841, -3.281], [4.108, -1.532, -4.739], [3.906, -2.702, -1.923], [5.019, -3.229, -3.153], [3.053, -4.737, -2.920], [3.233, -4.111, -4.545], [0.838, -4.097, -3.465], [1.356, -2.735, -4.432], [0.835, -2.775, -1.559], [-5.031, -1.488, 6.137], [-3.801, -1.575, 5.220], [-4.317, -1.690, 3.778], [-3.029, -0.256, 5.326], [-2.933, -2.827, 5.594], [-3.530, -4.003, 5.053], [-2.736, -3.109, 7.102], [-2.026, -2.104, 8.010], [-0.597, -1.830, 7.616], [-0.178, -0.552, 7.266], [1.113, -0.314, 6.816], [1.997, -1.372, 6.722], [3.610, -1.094, 6.134], [1.620, -2.653, 7.095], [0.327, -2.871, 7.539], [-1.519, -2.824, 5.011], [-1.405, -2.664, 3.573], [-0.961, -1.593, 2.937], [-0.954, -1.813, 1.630], [-1.435, -3.080, 1.533], [-1.721, -3.628, 2.685], [-5.686, -0.694, 5.784], [-4.769, -1.259, 7.168], [-5.620, -2.408, 6.134], [-5.046, -0.900, 3.603], [-4.797, -2.649, 3.592], [-3.530, -1.556, 3.037], [-3.710, 0.573, 5.136], [-2.234, -0.168, 4.587], [-2.592, -0.096, 6.305], [-4.400, -4.116, 5.451], [-2.194, -4.058, 7.138], [-3.717, -3.324, 7.529], [-2.049, -2.521, 9.022], [-2.574, -1.166, 8.068], [-0.870, 0.278, 7.326], [1.425, 0.681, 6.535], [2.329, -3.465, 7.031], [0.032, -3.873, 7.818], [-1.041, -3.771, 5.267], [-0.928, -2.015, 5.442], [-0.665, -0.687, 3.436], [-1.560, -3.606, 0.604]]}

***

{"formula": "C12H14EuN2P", "method": "ωB97M-V/def2-TZVPD", "spin_multiplicity": 8, "energy_ha": -1626.6091, "total_charge": -1, "de_lowest_kcal_mol": 5.9, "e_homo_ev": [-1.1, -3.3], "species": ["C", "C", "C", "C", "C", "Eu", "P", "H", "H", "H", "H", "H", "H", "H", "H", "N", "C", "N", "C", "C", "C", "C", "C", "C", "H", "H", "H", "H", "H", "H"], "xyz": [[-1.988, -1.083, -1.938], [-1.884, -1.895, -3.094], [-1.669, -1.056, -4.227], [-1.644, 0.302, -3.794], [-1.822, 0.336, -2.386], [-1.500, 0.652, 1.192], [-2.877, -1.749, 2.154], [-2.190, -1.410, -0.912], [-1.958, -2.981, -3.109], [-1.547, -1.398, -5.253], [-1.881, 1.221, -1.741], [-1.509, 1.174, -4.432], [-2.183, -3.007, 2.219], [-4.083, -2.263, 1.569], [-3.352, -1.752, 3.511], [2.524, 0.655, -0.589], [1.314, 0.114, -0.851], [0.633, -0.073, 0.283], [1.477, 0.304, 1.352], [1.078, 0.578, 2.670], [1.885, 1.479, 3.386], [3.052, 2.012, 2.822], [3.465, 1.680, 1.519], [2.661, 0.809, 0.803], [3.228, 0.887, -1.286], [0.947, -0.137, -1.840], [0.206, 0.053, 3.102], [1.598, 1.761, 4.403], [3.657, 2.701, 3.414], [4.363, 2.089, 1.053]]}

***

{"formula": "C4H9O", "method": "ωB97M-V/def2-TZVPD", "spin_multiplicity": 1, "energy_ha": -232.9219, "total_charge": -1, "de_lowest_kcal_mol": 60.9, "e_homo_ev": -1.7, "species": ["C", "O", "C", "C", "C", "H", "H", "H", "H", "H", "H", "H", "H", "H"], "xyz": [[0.365, -0.867, 1.273], [-0.505, -1.558, 1.923], [1.090, 0.525, 1.985], [0.022, 0.573, 0.890], [0.586, 1.270, -0.467], [0.894, -1.339, 0.266], [-3.388, -2.073, -4.878], [0.898, 0.262, 3.014], [2.197, 0.556, 1.674], [-3.074, -2.609, -4.440], [-0.929, 0.989, 1.145], [0.604, 2.353, -0.364], [1.560, 0.839, -0.836], [-0.319, 1.080, -1.184]]}

***

{"formula": "H8O4", "method": "ωB97M-V/def2-TZVPD", "smiles": "O.O.O.O", "spin_multiplicity": 1, "energy_ha": -305.6891, "de_lowest_kcal_mol": 56.6, "e_homo_ev": -10.6, "species": ["O", "H", "H", "O", "H", "H", "O", "H", "H", "O", "H", "H"], "xyz": [[-2.239, -0.856, -0.250], [-2.445, -1.483, 0.513], [-1.541, -0.193, -0.075], [1.439, -0.841, 1.678], [1.781, -1.029, 0.892], [2.032, -0.548, 2.380], [-0.325, 0.968, 0.208], [-0.838, 1.575, 0.840], [0.285, 0.548, 0.601], [0.594, 0.477, -2.583], [-0.041, 0.931, -2.067], [1.303, 0.448, -2.135]]}

***

{"formula": "C6H12O", "method": "ωB97M-V/def2-TZVPD", "smiles": "C[C@@H](O)C1(C)CC1", "spin_multiplicity": 1, "energy_ha": -311.0151, "de_lowest_kcal_mol": 27.7, "e_homo_ev": -9.9, "species": ["C", "C", "O", "C", "C", "C", "C", "H", "H", "H", "H", "H", "H", "H", "H", "H", "H", "H", "H"], "xyz": [[-0.709, 1.956, -0.057], [-0.795, 0.521, -0.562], [-0.464, 0.529, -1.948], [0.591, -1.571, -0.680], [0.047, -0.506, 0.225], [-0.382, -0.822, 1.644], [1.499, -0.483, -0.143], [-1.280, 2.594, -0.739], [-1.110, 2.075, 0.955], [0.332, 2.302, -0.071], [-1.838, 0.180, -0.533], [0.798, -2.564, -0.299], [0.185, -1.573, -1.685], [-1.436, -1.122, 1.690], [-0.248, 0.038, 2.311], [0.209, -1.651, 2.054], [0.500, 0.558, -2.022], [2.234, -0.827, 0.579], [1.865, 0.367, -0.719]]}

***

What is the formula in the ninth record? H8O4

***

What is the formula in the eighth record? C4H9O